{
  "formula": "C18H26N4OS",
  "method": "ωB97M-V with the def2-TZVPD basis set",
  "species": ["C", "C", "C", "N", "C", "N", "N", "C", "C", "C", "C", "C", "C", "C", "H", "H", "C", "C", "C", "H", "H", "C", "H", "H", "H", "H", "H", "H", "H", "H", "H", "H", "H", "S", "C", "H", "H", "C", "O", "N", "C", "H", "H", "H", "H", "H", "H", "H", "H", "H"],
  "coordinates": [[-2.95, 0.72, -2.34], [-2.78, 0.12, -1.11], [-2.37, 0.90, 0.12], [-1.36, 0.41, 0.79], [-1.70, -0.19, 1.89], [-0.42, -0.47, 2.46], [0.55, -0.09, 1.57], [0.06, 0.18, 0.50], [0.90, 0.55, -0.72], [2.29, 0.65, -0.19], [3.45, 0.87, -1.37], [3.01, 2.17, -2.12], [1.25, 2.20, -2.58], [0.59, 1.95, -1.21], [-0.54, 1.86, -1.72], [0.65, 2.91, -0.54], [1.09, 1.22, -3.51], [1.59, -0.12, -2.89], [3.08, -0.33, -2.35], [3.79, 0.07, -3.24], [3.33, -1.22, -2.08], [0.86, -0.36, -1.66], [1.06, -1.45, -1.17], [-0.24, -0.39, -1.95], [1.56, -1.29, -3.69], [0.17, 1.06, -3.78], [1.70, 1.38, -4.44], [1.28, 3.09, -2.84], [3.07, 3.20, -1.31], [3.50, 2.53, -2.83], [4.37, 0.84, -1.05], [2.57, -0.38, 0.17], [2.50, 1.42, 0.60], [-3.16, -0.15, 2.70], [-2.62, -0.65, 4.41], [-3.24, -0.42, 5.22], [-1.70, -0.33, 4.63], [-2.36, -1.99, 4.74], [-3.24, -2.88, 5.14], [-1.09, -2.60, 4.11], [-1.01, -3.94, 4.24], [0.18, -4.01, 4.69], [-1.71, -4.53, 4.57], [-0.93, -4.37, 3.03], [-0.56, -2.07, 3.53], [-2.23, 1.99, -0.22], [-3.37, 1.11, 0.67], [-2.94, -0.84, -0.96], [-3.16, -0.09, -3.25], [-2.76, 1.79, -2.68]],
  "de_lowest_kcal_mol": 392.8,
  "homo_lumo_gap_ev": 8.65,
  "energy_ev": -37916.074,
  "largest_force_ev_per_a": 12.12
}

{
  "formula": "C18H27BiIN3PSe",
  "method": "ωB97M-V with the def2-TZVPD basis set",
  "species": ["Bi", "C", "C", "C", "C", "P", "C", "C", "C", "C", "C", "C", "C", "C", "C", "C", "H", "H", "H", "H", "H", "H", "H", "H", "H", "H", "H", "H", "H", "H", "H", "H", "H", "H", "H", "H", "H", "H", "H", "N", "C", "C", "N", "C", "H", "H", "H", "H", "I", "Se", "C", "N"],
  "coordinates": [[-1.62, 1.26, -1.12], [1.72, 1.81, 1.51], [1.33, 0.32, 1.57], [0.35, 0.12, 2.73], [2.60, -0.51, 1.76], [0.51, -0.14, -0.05], [1.84, -0.10, -1.28], [2.60, -1.21, -1.65], [3.64, -1.07, -2.56], [3.93, 0.17, -3.11], [3.18, 1.28, -2.74], [2.14, 1.15, -1.83], [-0.32, -1.83, 0.00], [-1.66, -1.70, 0.74], [-0.61, -2.25, -1.45], [0.48, -2.93, 0.71], [2.32, 2.03, 2.39], [0.84, 2.46, 1.53], [2.32, 2.05, 0.64], [0.79, 0.55, 3.64], [0.16, -0.93, 2.93], [-0.60, 0.63, 2.55], [3.06, -0.19, 2.71], [3.33, -0.33, 0.97], [2.42, -1.58, 1.83], [2.41, -2.19, -1.24], [4.21, -1.94, -2.85], [4.73, 0.27, -3.83], [3.40, 2.25, -3.17], [1.55, 2.02, -1.58], [-2.35, -0.98, 0.29], [-1.54, -1.44, 1.79], [-2.17, -2.67, 0.70], [-1.21, -1.51, -2.00], [-1.18, -3.17, -1.44], [0.29, -2.41, -2.04], [0.59, -2.74, 1.77], [1.47, -3.09, 0.28], [-0.07, -3.87, 0.60], [-5.09, 2.35, 2.23], [-5.72, 1.41, 1.45], [-4.78, 0.98, 0.57], [-3.59, 1.66, 0.80], [-3.82, 2.48, 1.81], [-5.52, 2.87, 2.98], [-6.75, 1.12, 1.59], [-4.88, 0.25, -0.21], [-3.10, 3.17, 2.23], [-0.85, 3.81, -0.48], [0.14, 0.12, -5.56], [-0.33, 0.84, -4.07], [-0.64, 1.33, -3.03]],
  "de_lowest_kcal_mol": 4.3,
  "homo_lumo_gap_ev": 7.19,
  "energy_ev": -112145.637,
  "largest_force_ev_per_a": 0.33,
  "total_charge": 1
}

{
  "formula": "C18H27Cl2FN6O2PSe2V",
  "method": "ωB97M-V with the def2-TZVPD basis set",
  "species": ["V", "C", "N", "C", "C", "N", "C", "P", "C", "N", "C", "C", "N", "C", "C", "N", "C", "C", "N", "C", "H", "H", "H", "H", "H", "H", "H", "H", "H", "H", "H", "H", "H", "H", "H", "O", "C", "C", "C", "O", "C", "Se", "C", "Se", "H", "H", "H", "H", "H", "H", "H", "H", "H", "H", "Cl", "C", "Cl", "H", "H", "F"],
  "coordinates": [[0.46, 0.73, 0.06], [-3.22, -3.22, 1.25], [-2.44, -2.39, 0.36], [-1.87, -2.81, -0.82], [-0.96, -1.86, -1.17], [-0.94, -0.89, -0.21], [-1.82, -1.24, 0.70], [-2.30, -0.17, 2.09], [-0.69, 0.11, 2.88], [0.37, 0.62, 2.28], [1.34, 0.72, 3.24], [0.85, 0.26, 4.42], [-0.45, -0.11, 4.19], [-1.28, -0.88, 5.09], [-2.36, 1.38, 1.12], [-1.43, 1.84, 0.30], [-1.94, 2.94, -0.32], [-3.21, 3.16, 0.13], [-3.47, 2.17, 1.03], [-4.71, 2.00, 1.78], [-3.67, -4.03, 0.68], [-2.55, -3.64, 2.01], [-4.01, -2.64, 1.72], [-2.15, -3.74, -1.28], [-0.31, -1.81, -2.03], [2.33, 1.06, 2.99], [1.32, 0.11, 5.38], [-0.80, -0.91, 6.07], [-2.27, -0.44, 5.18], [-1.36, -1.90, 4.71], [-1.37, 3.48, -1.06], [-3.94, 3.92, -0.11], [-5.39, 2.80, 1.50], [-5.17, 1.04, 1.55], [-4.52, 2.05, 2.85], [4.73, -1.66, 2.45], [3.35, -2.06, 2.44], [2.88, -2.56, 1.07], [3.43, -3.97, 0.85], [4.86, -4.05, 0.90], [3.38, -1.64, -0.07], [3.14, 0.31, 0.21], [1.35, -2.59, 1.01], [0.28, -3.19, 2.55], [4.76, -0.85, 1.91], [2.72, -1.23, 2.76], [3.25, -2.85, 3.18], [3.13, -4.33, -0.14], [2.99, -4.63, 1.60], [5.15, -3.34, 1.50], [2.87, -1.92, -0.99], [4.44, -1.79, -0.23], [1.07, -3.21, 0.15], [1.08, -1.57, 0.73], [1.70, 3.53, 0.83], [2.27, 3.68, -0.84], [2.80, 5.34, -1.21], [1.46, 3.42, -1.50], [3.11, 3.00, -0.96], [0.44, 1.09, -1.83]],
  "de_lowest_kcal_mol": 8.5,
  "homo_lumo_gap_ev": [5.38, 5.52],
  "s_squared": 3.76,
  "energy_ev": -225575.484,
  "largest_force_ev_per_a": 0.49,
  "spin_multiplicity": 4,
  "total_charge": -1
}

{
  "formula": "C18H27ClN2O3",
  "method": "ωB97M-V with the def2-TZVPD basis set",
  "species": ["C", "C", "C", "N", "C", "C", "C", "C", "C", "C", "Cl", "C", "C", "C", "N", "H", "H", "H", "H", "H", "H", "H", "H", "H", "H", "H", "H", "H", "C", "O", "C", "C", "O", "C", "C", "O", "C", "H", "H", "H", "H", "H", "H", "H", "H", "H", "H", "H", "H", "H", "H"],
  "coordinates": [[8.18, 0.71, 1.26], [6.79, 1.24, 1.48], [6.42, 1.75, 2.76], [5.23, 2.21, 3.03], [4.33, 2.20, 2.01], [3.02, 2.68, 2.24], [2.10, 2.68, 1.23], [0.71, 3.19, 1.47], [-0.40, 2.18, 1.22], [-1.76, 2.71, 1.64], [-0.09, 0.66, 2.13], [2.47, 2.19, -0.04], [3.72, 1.72, -0.29], [4.69, 1.71, 0.74], [5.94, 1.23, 0.49], [8.93, 1.44, 1.53], [8.30, 0.44, 0.21], [8.35, -0.19, 1.86], [7.15, 1.75, 3.56], [2.76, 3.04, 3.22], [0.61, 3.54, 2.50], [0.52, 4.03, 0.79], [-0.41, 1.90, 0.17], [-2.55, 2.01, 1.38], [-1.78, 2.86, 2.72], [-1.97, 3.66, 1.14], [1.75, 2.20, -0.85], [4.01, 1.35, -1.27], [-0.70, -2.10, -0.35], [-1.93, -2.66, -0.75], [-2.91, -2.59, 0.27], [-4.31, -2.68, -0.30], [-4.76, -1.49, -0.91], [-4.29, -1.20, -2.22], [-5.05, -1.92, -3.31], [-4.70, -3.29, -3.36], [-5.72, -4.10, -3.88], [-0.23, -2.69, 0.45], [-0.05, -2.09, -1.22], [-0.84, -1.07, 0.00], [-2.81, -1.66, 0.83], [-2.77, -3.43, 0.97], [-4.99, -2.84, 0.53], [-4.39, -3.53, -0.98], [-3.22, -1.38, -2.31], [-4.48, -0.13, -2.35], [-4.81, -1.44, -4.27], [-6.13, -1.80, -3.13], [-6.65, -3.99, -3.31], [-5.38, -5.13, -3.81], [-5.93, -3.87, -4.94]],
  "smiles": "Cc1cnc2cc(C[C@H](C)Cl)ccc2n1.COCCOCCOC",
  "de_lowest_kcal_mol": 65.0,
  "homo_lumo_gap_ev": 9.06,
  "energy_ev": -40748.210,
  "largest_force_ev_per_a": 0.50
}

{
  "formula": "C18H27ClN2O3",
  "method": "ωB97M-V with the def2-TZVPD basis set",
  "species": ["C", "H", "H", "H", "C", "C", "H", "H", "H", "O", "C", "C", "H", "H", "C", "N", "C", "O", "C", "N", "C", "O", "C", "C", "C", "C", "C", "C", "H", "H", "Cl", "H", "H", "H", "H", "C", "C", "H", "H", "H", "C", "H", "H", "H", "H", "H", "H", "H", "H", "H", "H"],
  "coordinates": [[0.27, -1.08, 4.21], [0.64, -0.53, 5.06], [-0.35, -1.90, 4.56], [-0.33, -0.41, 3.59], [1.46, -1.63, 3.41], [2.31, -0.49, 2.83], [1.71, 0.17, 2.20], [2.72, 0.10, 3.65], [3.13, -0.90, 2.25], [1.08, -2.57, 2.42], [0.08, -2.18, 1.51], [0.26, -2.96, 0.21], [0.31, -4.02, 0.45], [-0.59, -2.78, -0.44], [1.55, -2.57, -0.53], [1.53, -1.19, -0.96], [0.95, -0.82, -2.12], [0.56, -1.59, -2.97], [0.78, 0.71, -2.24], [-0.45, 1.02, -1.53], [-0.48, 1.16, -0.19], [0.54, 1.16, 0.49], [-1.83, 1.32, 0.42], [-2.97, 0.72, -0.10], [-4.19, 0.86, 0.54], [-4.26, 1.62, 1.70], [-3.13, 2.21, 2.25], [-1.92, 2.05, 1.61], [-1.02, 2.49, 2.01], [-3.20, 2.78, 3.16], [-5.79, 1.80, 2.49], [-5.07, 0.39, 0.14], [-2.92, 0.10, -0.98], [-1.30, 0.95, -2.05], [1.60, 1.22, -1.71], [0.72, 1.18, -3.69], [2.04, 0.87, -4.39], [2.22, -0.20, -4.38], [2.00, 1.20, -5.43], [2.87, 1.37, -3.90], [0.43, 2.68, -3.76], [1.23, 3.24, -3.28], [-0.51, 2.93, -3.27], [0.37, 3.00, -4.80], [-0.08, 0.63, -4.19], [1.68, -0.48, -0.26], [1.66, -3.19, -1.42], [2.40, -2.71, 0.13], [-0.92, -2.41, 1.93], [0.12, -1.11, 1.31], [2.09, -2.23, 4.08]],
  "smiles": "CC(C)OCCCNC(=O)[C@H](NC(=O)c1ccc(Cl)cc1)C(C)C",
  "de_lowest_kcal_mol": 0.0,
  "homo_lumo_gap_ev": 9.63,
  "energy_ev": -40751.028,
  "largest_force_ev_per_a": 0.68
}

{
  "formula": "C18H27CsN5NbO7",
  "method": "ωB97M-V with the def2-TZVPD basis set",
  "species": ["N", "C", "O", "Cs", "Nb", "N", "N", "C", "C", "C", "C", "C", "C", "C", "C", "H", "H", "H", "H", "H", "H", "H", "H", "H", "H", "H", "H", "H", "H", "H", "H", "H", "H", "C", "H", "H", "H", "C", "H", "H", "H", "O", "C", "O", "C", "C", "C", "C", "C", "C", "N", "O", "O", "N", "O", "O", "H", "H", "H"],
  "coordinates": [[0.48, 1.19, -1.60], [0.80, 2.45, -1.91], [1.98, 2.87, -2.11], [2.80, 1.02, -1.16], [-0.20, -0.21, -0.55], [0.42, -1.99, -1.26], [-2.22, -0.10, -0.71], [0.74, -2.60, -2.58], [-3.03, 0.63, -1.73], [1.73, -3.77, -2.40], [-0.56, -3.10, -3.25], [1.38, -1.53, -3.47], [-3.00, 2.14, -1.41], [-4.49, 0.12, -1.77], [-2.41, 0.38, -3.12], [2.63, -3.43, -1.84], [2.05, -4.14, -3.39], [1.28, -4.61, -1.85], [-1.09, -3.82, -2.61], [-0.33, -3.61, -4.21], [-1.23, -2.26, -3.46], [0.74, -0.64, -3.55], [1.56, -1.94, -4.48], [2.37, -1.23, -3.05], [-3.36, 2.33, -0.38], [-3.65, 2.71, -2.10], [-1.97, 2.52, -1.50], [-5.04, 0.35, -0.84], [-4.53, -0.97, -1.93], [-5.03, 0.61, -2.60], [-2.93, 0.97, -3.89], [-2.48, -0.69, -3.38], [-1.35, 0.68, -3.12], [0.06, -2.93, -0.19], [-0.32, -2.37, 0.69], [-0.74, -3.64, -0.48], [0.93, -3.51, 0.18], [-2.94, -0.51, 0.49], [-2.22, -0.89, 1.24], [-3.48, 0.32, 0.98], [-3.67, -1.32, 0.30], [-0.96, 1.57, 2.14], [0.28, 1.13, 2.14], [0.73, 0.38, 1.17], [1.26, 1.54, 3.18], [2.61, 1.15, 3.04], [3.59, 1.53, 3.97], [3.20, 2.30, 5.08], [1.85, 2.69, 5.26], [0.89, 2.31, 4.30], [1.48, 3.47, 6.39], [2.29, 3.79, 7.20], [0.34, 3.81, 6.55], [4.95, 1.14, 3.79], [5.28, 0.50, 2.84], [5.79, 1.47, 4.58], [2.91, 0.57, 2.18], [3.94, 2.59, 5.81], [-0.14, 2.61, 4.41]],
  "homo_lumo_gap_ev": [4.60, 4.59],
  "energy_ev": -42960.787,
  "largest_force_ev_per_a": 9.69,
  "total_charge": 2
}

{
  "formula": "C18H27CuF6GeNOSSb",
  "method": "ωB97M-V with the def2-TZVPD basis set",
  "species": ["Cu", "O", "C", "C", "C", "C", "C", "C", "C", "C", "N", "H", "H", "H", "H", "H", "H", "H", "H", "H", "H", "H", "F", "Sb", "F", "F", "F", "F", "F", "S", "C", "C", "C", "C", "C", "C", "H", "H", "H", "H", "H", "C", "Ge", "C", "C", "C", "H", "H", "H", "H", "H", "H", "H", "H", "H", "H", "H"],
  "coordinates": [[0.35, 0.19, 0.18], [2.58, -0.30, 0.03], [3.61, 0.20, -0.84], [3.54, 1.70, -1.03], [2.16, 2.20, -1.52], [1.41, 2.93, -0.44], [1.52, 4.30, -0.28], [0.90, 4.93, 0.78], [0.17, 4.16, 1.68], [0.09, 2.80, 1.46], [0.69, 2.20, 0.43], [2.81, -0.14, 0.96], [3.46, -0.30, -1.79], [4.58, -0.09, -0.45], [4.31, 1.96, -1.76], [3.81, 2.20, -0.10], [1.56, 1.35, -1.87], [2.28, 2.87, -2.37], [2.11, 4.87, -1.00], [0.99, 6.00, 0.91], [-0.33, 4.60, 2.53], [-0.46, 2.17, 2.14], [0.98, -0.02, 2.12], [0.85, -0.02, 4.09], [0.09, -1.73, 3.94], [-0.86, 0.74, 3.83], [0.74, -0.02, 5.95], [1.57, 1.70, 4.01], [2.58, -0.74, 4.06], [-1.17, 0.42, -1.31], [-2.70, 0.01, -0.51], [-2.85, -0.03, 0.88], [-4.08, -0.36, 1.43], [-5.17, -0.63, 0.62], [-5.03, -0.57, -0.76], [-3.80, -0.26, -1.33], [-2.02, 0.18, 1.53], [-4.18, -0.40, 2.51], [-6.13, -0.89, 1.06], [-5.88, -0.78, -1.40], [-3.69, -0.22, -2.41], [1.39, -2.24, -2.69], [-0.11, -2.77, -1.57], [-1.75, -2.73, -2.60], [0.18, -4.59, -0.92], [-0.15, -1.69, 0.06], [1.49, -2.92, -3.54], [2.32, -2.26, -2.12], [1.23, -1.22, -3.08], [-1.75, -3.55, -3.32], [-1.83, -1.78, -3.15], [-2.62, -2.83, -1.95], [0.21, -5.28, -1.77], [-0.64, -4.89, -0.26], [1.12, -4.66, -0.37], [0.66, -1.97, 0.74], [-1.11, -1.77, 0.57]],
  "de_lowest_kcal_mol": 39.0,
  "homo_lumo_gap_ev": 7.03,
  "energy_ev": -157479.089,
  "largest_force_ev_per_a": 0.36
}

{
  "formula": "C18H27F9IrNOPSSi",
  "method": "ωB97M-V with the def2-TZVPD basis set",
  "species": ["Ir", "C", "Si", "C", "C", "C", "C", "C", "C", "N", "C", "S", "H", "H", "H", "H", "H", "H", "H", "H", "H", "H", "H", "H", "C", "C", "P", "C", "C", "C", "C", "H", "H", "H", "H", "H", "H", "H", "H", "H", "H", "H", "H", "H", "H", "H", "F", "C", "F", "F", "C", "O", "C", "F", "F", "F", "C", "F", "F", "F"],
  "coordinates": [[-0.09, 0.95, -0.69], [-0.86, -6.08, -0.84], [-1.58, -4.36, -0.74], [-2.44, -4.09, 0.89], [-2.68, -3.99, -2.19], [-0.11, -3.15, -0.83], [1.22, -3.56, -0.96], [2.28, -2.65, -1.01], [2.02, -1.31, -0.93], [0.75, -0.90, -0.80], [-0.27, -1.77, -0.75], [-1.66, -0.72, -0.52], [-1.68, -6.81, -0.82], [-0.21, -6.31, 0.01], [-0.31, -6.25, -1.76], [-3.25, -4.82, 1.00], [-2.88, -3.10, 0.98], [-1.75, -4.24, 1.73], [-3.48, -4.73, -2.26], [-2.12, -4.03, -3.13], [-3.15, -3.01, -2.12], [1.44, -4.62, -1.02], [3.30, -2.99, -1.13], [2.78, -0.54, -0.99], [-0.37, -0.89, 2.75], [-0.45, 0.64, 2.70], [0.53, 1.44, 1.40], [2.25, 0.91, 1.66], [2.87, 1.30, 3.00], [0.43, 3.23, 1.70], [0.29, 3.66, 3.17], [-1.00, -1.25, 3.57], [0.65, -1.22, 2.95], [-0.72, -1.35, 1.83], [-0.07, 1.05, 3.63], [-1.48, 0.99, 2.59], [2.83, 1.33, 0.84], [2.26, -0.18, 1.53], [3.02, 2.37, 3.07], [3.84, 0.82, 3.10], [2.26, 0.98, 3.85], [-0.41, 3.60, 1.13], [1.32, 3.67, 1.24], [-0.64, 3.30, 3.60], [0.28, 4.74, 3.22], [1.11, 3.31, 3.79], [-1.43, 5.33, -1.47], [-0.30, 4.99, -2.09], [0.72, 5.38, -1.33], [-0.24, 5.63, -3.26], [-0.24, 3.45, -2.31], [-0.07, 2.88, -1.06], [-1.57, 2.92, -2.92], [-2.57, 3.05, -2.05], [-1.43, 1.59, -3.14], [-1.90, 3.50, -4.05], [0.95, 3.08, -3.24], [2.04, 3.76, -2.90], [1.26, 1.77, -3.11], [0.69, 3.31, -4.52]],
  "homo_lumo_gap_ev": 7.62,
  "energy_ev": -77937.394,
  "largest_force_ev_per_a": 0.69,
  "total_charge": 1
}